No. 1
# C37H33O3P

One molecule with the formula C37H33O3P (the ωB97M-V functional and the def2-TZVPD basis, OMol25).

Results
HOMO level (eV): -7.712
SMILES: CCOC(=O)[C@@H]([C@H](C=C(c1ccccc1)c1ccccc1)c1ccccc1)P(=O)(c1ccccc1)c1ccccc1
DFT total energy (eV): -54335.252

```
! wB97M-V def2-TZVPD RIJCOSX def2/J DEFGRID3
* xyz 0 1
C 1.670 0.603 -5.354
C 0.985 1.278 -4.166
O 0.643 0.209 -3.206
C 0.099 0.737 -2.106
O 0.167 1.934 -1.906
C -0.458 -0.227 -1.083
C 0.892 -0.994 -0.501
C 1.594 -0.101 0.446
C 1.616 -0.151 1.839
C 2.466 0.845 2.517
C 3.718 1.183 1.941
C 4.669 1.907 2.682
C 4.335 2.377 3.958
C 3.062 2.175 4.490
C 2.142 1.395 3.787
C 0.890 -1.108 2.697
C -0.310 -1.653 2.227
C -0.972 -2.671 2.902
C -0.465 -3.172 4.108
C 0.727 -2.620 4.599
C 1.405 -1.633 3.899
C 1.730 -1.563 -1.650
C 1.354 -2.787 -2.247
C 2.042 -3.255 -3.386
C 3.178 -2.594 -3.854
C 3.595 -1.433 -3.214
C 2.936 -0.990 -2.045
P -1.454 0.883 -0.070
O -0.618 1.518 0.969
C -2.577 2.031 -0.871
C -3.040 1.805 -2.166
C -4.044 2.611 -2.743
C -4.586 3.697 -2.038
C -4.071 3.962 -0.754
C -3.065 3.158 -0.200
C -2.734 -0.076 0.743
C -3.459 -0.953 -0.063
C -4.413 -1.802 0.519
C -4.601 -1.803 1.907
C -3.862 -0.926 2.717
C -2.933 -0.053 2.133
H 1.506 1.235 -6.268
H 2.776 0.597 -5.195
H 1.368 -0.439 -5.558
H 1.649 2.003 -3.667
H 0.058 1.802 -4.450
H -1.110 -0.959 -1.718
H 0.489 -1.862 0.044
H 1.913 0.820 -0.042
H 3.979 0.789 0.954
H 5.660 2.081 2.257
H 5.057 2.955 4.506
H 2.781 2.595 5.463
H 1.156 1.180 4.233
H -0.773 -1.237 1.320
H -1.882 -3.123 2.515
H -0.982 -3.935 4.689
H 1.140 -2.990 5.540
H 2.366 -1.278 4.258
H 0.468 -3.325 -1.911
H 1.717 -4.187 -3.870
H 3.802 -3.040 -4.655
H 4.506 -0.918 -3.561
H 3.362 -0.101 -1.536
H -2.603 1.012 -2.760
H -4.388 2.391 -3.759
H -5.390 4.313 -2.476
H -4.468 4.819 -0.197
H -2.612 3.426 0.754
H -3.253 -1.002 -1.139
H -4.962 -2.492 -0.135
H -5.296 -2.511 2.358
H -3.980 -0.958 3.805
H -2.306 0.597 2.745
*
```

Here are the Mulliken charges for atoms 1 to 6, given in e: -1.014, -0.374, -0.121, -0.750, -0.545, 0.763

---

No. 2
# C37H34CdCl3N4P2S5

C37H34CdCl3N4P2S5 as an isolated structure (the ωB97M-V functional and the def2-TZVPD basis, OMol25).

Results
HOMO level (eV): -4.730
DFT total energy (eV): -159769.198
Relative energy (zero: lowest compared OMol25 entry of this formula, charge and spin) (kcal/mol): 22.8

```
! wB97M-V def2-TZVPD RIJCOSX def2/J DEFGRID3
* xyz -1 1
Cd 0.194 0.583 1.804
C 3.707 -0.868 5.529
S 4.178 0.514 4.477
C 2.662 1.032 3.725
S 1.127 0.414 4.210
N 2.913 1.951 2.831
N 1.747 2.370 2.229
C 1.724 3.575 1.823
C 0.450 4.166 1.376
C 0.422 5.422 0.780
C -0.812 5.988 0.500
C -1.958 5.289 0.840
C -1.827 4.031 1.418
N -0.650 3.474 1.671
H 3.549 -0.551 6.557
H 2.798 -1.329 5.147
H 4.516 -1.597 5.485
H 2.608 4.205 1.919
H 1.347 5.936 0.554
H -0.875 6.962 0.031
H -2.943 5.695 0.655
H -2.694 3.432 1.664
S -2.619 0.676 0.862
P -1.496 -0.123 -0.616
C -0.017 -0.672 0.041
P 1.366 -1.084 -0.880
S 3.071 -1.402 0.128
C 1.870 0.160 -2.143
C 2.443 -0.174 -3.365
C 2.928 0.810 -4.216
C 2.861 2.144 -3.849
C 2.318 2.486 -2.617
C 1.832 1.502 -1.774
C 0.955 -2.587 -1.849
C 1.128 -3.819 -1.221
C 0.729 -4.993 -1.837
C 0.160 -4.960 -3.104
C -0.015 -3.743 -3.742
C 0.374 -2.567 -3.112
C -2.518 -1.455 -1.350
C -2.255 -2.759 -0.950
C -3.062 -3.806 -1.374
C -4.148 -3.552 -2.198
C -4.431 -2.247 -2.584
C -3.625 -1.205 -2.156
C -1.374 1.086 -1.991
C -1.304 0.691 -3.322
C -1.103 1.618 -4.336
C -0.985 2.965 -4.028
C -1.072 3.374 -2.705
C -1.261 2.441 -1.700
H 2.540 -1.212 -3.655
H 3.370 0.529 -5.164
H 3.232 2.914 -4.515
H 2.273 3.524 -2.312
H 1.416 1.777 -0.811
H 1.579 -3.842 -0.237
H 0.863 -5.938 -1.326
H -0.144 -5.879 -3.590
H -0.467 -3.701 -4.725
H 0.217 -1.626 -3.619
H -1.410 -2.945 -0.298
H -2.834 -4.816 -1.061
H -4.778 -4.366 -2.536
H -5.291 -2.039 -3.210
H -3.861 -0.187 -2.447
H -1.421 -0.354 -3.579
H -1.037 1.284 -5.363
H -0.826 3.690 -4.816
H -0.987 4.424 -2.449
H -1.328 2.759 -0.670
C -2.174 -0.982 4.133
S -2.861 0.651 4.457
C -2.974 0.512 6.246
H -2.881 -1.765 4.414
H -1.234 -1.127 4.664
H -1.996 -1.061 3.061
H -1.998 0.286 6.678
H -3.687 -0.255 6.550
H -3.308 1.472 6.639
Cl 3.475 -4.609 4.198
C 3.529 -3.696 2.662
Cl 4.916 -2.621 2.681
Cl 3.641 -4.838 1.314
C 2.277 -2.933 2.581
N 1.235 -2.529 2.860
*
```

Here are the Mulliken charges for atoms 1 to 6, given in e: 1.639, -0.712, -0.102, 0.183, -0.502, -1.116

---

No. 3
# C37H34Cl4F2O8

A 7-piece molecular cluster, C37H34Cl4F2O8 overall (the ωB97M-V functional and the def2-TZVPD basis, OMol25).

Results
HOMO level (eV): -8.025
SMILES: ClC(Cl)(Cl)Cl.Oc1ccc(O)cc1.Oc1ccc(O)cc1.Oc1ccc(O)cc1.Oc1ccc(O)cc1.Fc1ccccc1.Fc1ccccc1
DFT total energy (eV): -110821.804
Relative energy (zero: lowest compared OMol25 entry of this formula, charge and spin) (kcal/mol): 61.2

```
! wB97M-V def2-TZVPD RIJCOSX def2/J DEFGRID3
* xyz 0 1
Cl 0.299 -1.130 0.805
C -1.393 -1.647 0.459
Cl -1.981 -2.447 1.884
Cl -2.258 -0.191 0.003
Cl -1.314 -2.884 -0.851
O -0.698 4.719 -1.778
C -1.498 5.662 -2.358
C -1.479 6.973 -1.837
C -2.218 7.967 -2.474
C -2.931 7.616 -3.599
O -3.627 8.574 -4.291
C -2.941 6.329 -4.089
C -2.272 5.351 -3.472
H -0.716 3.937 -2.335
H -0.895 7.196 -0.956
H -2.162 9.020 -2.240
H -3.777 9.298 -3.678
H -3.528 6.048 -4.951
H -2.232 4.369 -3.921
O 1.857 -6.000 -8.725
C 0.774 -6.131 -7.925
C -0.500 -5.811 -8.439
C -1.587 -5.811 -7.578
C -1.380 -6.173 -6.293
O -2.456 -6.211 -5.460
C -0.138 -6.415 -5.795
C 0.938 -6.367 -6.589
H 2.664 -6.166 -8.233
H -0.551 -5.502 -9.472
H -2.586 -5.635 -7.951
H -3.204 -6.445 -6.013
H -0.073 -6.562 -4.727
H 1.921 -6.599 -6.207
O -0.650 2.787 7.526
C 0.019 3.193 6.413
C 1.279 3.769 6.387
C 1.925 4.180 5.226
C 1.248 3.989 4.018
O 1.740 4.387 2.819
C 0.020 3.342 4.036
C -0.640 2.952 5.196
H -0.039 2.892 8.259
H 1.740 3.855 7.359
H 2.912 4.619 5.221
H 1.118 4.290 2.095
H -0.586 3.215 3.152
H -1.612 2.508 5.040
O -8.691 0.611 -4.981
C -7.371 0.251 -5.093
C -6.994 -0.942 -4.457
C -5.664 -1.385 -4.557
C -4.841 -0.717 -5.403
O -3.591 -1.259 -5.541
C -5.205 0.388 -6.146
C -6.474 0.891 -5.915
H -8.968 0.970 -5.827
H -7.675 -1.327 -3.713
H -5.383 -2.264 -3.997
H -3.574 -2.133 -5.142
H -4.512 0.865 -6.824
H -6.757 1.861 -6.294
F 3.945 -2.204 9.742
C 3.445 -2.974 8.768
C 2.683 -2.401 7.793
C 2.059 -3.223 6.867
C 2.257 -4.637 6.967
C 3.148 -5.161 7.881
C 3.706 -4.322 8.876
H 2.701 -1.324 7.712
H 1.598 -2.895 5.947
H 1.928 -5.302 6.182
H 3.349 -6.218 7.784
H 4.298 -4.691 9.701
F 7.785 -0.950 1.470
C 7.466 -0.469 2.668
C 6.142 -0.546 2.963
C 5.636 0.094 4.129
C 6.493 0.594 5.107
C 7.849 0.558 4.769
C 8.398 0.034 3.620
H 5.598 -1.083 2.200
H 4.578 0.053 4.345
H 6.134 1.211 5.918
H 8.528 1.018 5.471
H 9.440 0.117 3.351
*
```

Here are the Mulliken charges for atoms 1 to 6, given in e: -0.100, 0.347, -0.084, -0.071, -0.093, -0.488

---

No. 4
# C37H34F2LaN5O5

C37H34F2LaN5O5 as an isolated structure (the ωB97M-V functional and the def2-TZVPD basis, OMol25).

Results
HOMO level (eV): -3.668
DFT total energy (eV): -62901.714
Relative energy (zero: lowest compared OMol25 entry of this formula, charge and spin) (kcal/mol): 0.0

```
! wB97M-V def2-TZVPD RIJCOSX def2/J DEFGRID3
* xyz 0 1
La 7.940 18.637 9.004
O 8.240 18.168 11.223
C 9.228 17.455 11.688
C 8.847 16.329 12.521
C 9.799 15.526 13.040
C 11.170 15.871 12.837
C 11.590 16.955 12.062
C 10.615 17.773 11.454
C 11.140 18.702 10.491
N 10.414 19.353 9.592
N 11.019 20.316 8.937
C 10.294 20.637 7.852
O 9.212 20.104 7.463
C 10.918 21.723 7.019
C 12.190 22.203 7.403
C 12.908 23.071 6.606
C 12.368 23.499 5.372
C 11.088 23.075 5.038
C 10.383 22.134 5.822
H 7.785 16.135 12.683
H 9.618 14.648 13.616
H 11.881 15.248 13.299
H 12.646 17.231 11.965
H 12.180 18.966 10.560
H 12.654 21.881 8.365
H 13.882 23.406 6.948
H 12.942 24.169 4.722
H 10.588 23.326 4.086
H 9.405 21.749 5.517
C 6.698 10.752 9.950
C 6.806 11.226 8.513
N 7.356 12.608 8.393
C 6.466 13.616 8.419
C 6.819 14.951 8.586
C 5.708 15.978 8.839
O 4.530 15.671 8.565
O 6.141 17.093 9.267
C 8.175 15.327 8.413
O 8.591 16.499 8.068
C 9.145 14.233 8.523
C 10.517 14.520 8.613
C 11.422 13.520 8.815
F 12.709 13.900 9.021
C 11.037 12.145 8.929
C 9.660 11.876 8.758
C 8.710 12.879 8.595
N 11.907 11.081 9.073
C 11.373 9.851 9.635
C 12.416 8.939 10.213
N 13.501 8.695 9.182
C 14.139 10.033 8.851
C 13.102 11.017 8.250
H 5.993 9.929 9.932
H 6.399 11.487 10.705
H 7.651 10.360 10.332
H 5.824 11.353 8.055
H 7.358 10.541 7.886
H 5.393 13.329 8.395
H 10.849 15.563 8.466
H 9.369 10.800 8.640
H 10.794 9.299 8.834
H 10.628 10.086 10.433
H 11.919 8.005 10.512
H 12.868 9.390 11.124
H 13.045 8.265 8.369
H 14.151 8.000 9.554
H 15.006 9.872 8.225
H 14.533 10.390 9.791
H 12.811 10.707 7.233
H 13.563 12.016 8.197
F 5.767 24.066 5.480
C 5.785 23.052 6.374
C 5.175 21.841 6.062
C 4.920 20.985 7.063
C 5.390 21.156 8.413
C 5.372 20.256 9.459
C 5.939 22.461 8.685
C 6.278 23.336 7.657
H 4.808 21.644 5.053
H 4.292 20.150 6.839
H 4.930 19.277 9.297
H 5.762 20.522 10.448
H 6.043 22.756 9.742
H 6.829 24.193 7.917
*
```

Here are the Mulliken charges for atoms 1 to 6, given in e: 1.890, -1.052, 0.592, -0.338, -0.589, -0.579

---

No. 5
# C37H34N5O2SSiTc

C37H34N5O2SSiTc as an isolated structure (the ωB97M-V functional and the def2-TZVPD basis, OMol25).

Results
HOMO level (spin up / spin down) (eV): -9.912 / -9.919
DFT total energy (eV): -71375.979
Relative energy (zero: lowest compared OMol25 entry of this formula, charge and spin) (kcal/mol): 0.0

```
! wB97M-V def2-TZVPD RIJCOSX def2/J DEFGRID3
* xyz 1 2
Tc -0.285 -0.185 -0.190
C -1.302 -3.319 2.752
C -1.329 -2.491 1.621
N -0.342 -1.670 1.329
C 0.758 -1.620 2.136
C 0.843 -2.381 3.312
C -0.229 -3.254 3.598
C 1.974 -2.223 4.147
C 2.937 -1.326 3.793
C 2.868 -0.586 2.591
C 1.809 -0.748 1.730
N 1.587 -0.121 0.506
C 2.475 0.748 -0.137
C 3.846 0.773 -0.060
C 4.585 1.747 -0.768
C 3.973 2.691 -1.541
C 2.564 2.671 -1.678
C 1.827 3.608 -2.437
C 0.466 3.514 -2.496
C -0.177 2.447 -1.848
N 0.485 1.541 -1.160
C 1.840 1.672 -1.012
H -2.133 -3.983 2.942
H -2.175 -2.492 0.945
H -0.188 -3.868 4.490
H 2.047 -2.797 5.061
H 3.791 -1.171 4.439
H 3.654 0.120 2.379
H 4.380 0.040 0.526
H 5.663 1.742 -0.679
H 4.546 3.451 -2.055
H 2.352 4.403 -2.952
H -0.129 4.232 -3.041
H -1.253 2.334 -1.900
C -5.986 0.590 5.917
C -5.044 0.818 4.769
C -5.078 1.997 4.033
C -4.200 2.212 2.981
C -3.277 1.229 2.664
C -3.217 0.044 3.389
C -4.100 -0.156 4.430
S -2.148 1.501 1.349
O -0.787 1.306 1.838
O -2.492 2.749 0.731
N -2.257 0.259 0.306
C -3.295 0.156 -0.620
C -4.636 0.353 -0.411
C -5.541 0.202 -1.484
C -5.112 -0.107 -2.744
C -3.728 -0.279 -2.991
C -3.169 -0.475 -4.271
C -1.810 -0.514 -4.404
C -0.999 -0.428 -3.262
N -1.481 -0.311 -2.040
C -2.839 -0.179 -1.908
H -6.725 1.385 5.989
H -5.438 0.551 6.860
H -6.512 -0.359 5.807
H -5.801 2.763 4.287
H -4.227 3.129 2.407
H -2.473 -0.703 3.145
H -4.058 -1.077 5.000
H -5.001 0.629 0.569
H -6.596 0.349 -1.299
H -5.811 -0.201 -3.564
H -3.819 -0.562 -5.133
H -1.334 -0.623 -5.368
H 0.075 -0.467 -3.360
C -0.507 -3.210 -2.159
Si 0.808 -2.103 -1.359
C 1.765 -3.282 -0.244
C 2.142 -1.575 -2.590
H -0.234 -4.254 -1.989
H -0.597 -3.071 -3.238
H -1.498 -3.054 -1.727
H 2.214 -4.014 -0.924
H 1.143 -3.840 0.458
H 2.580 -2.812 0.307
H 2.323 -2.395 -3.291
H 3.062 -1.436 -2.015
H 2.001 -0.665 -3.172
*
```

Here are the Mulliken charges for atoms 1 to 6, given in e: -0.666, -1.048, -1.130, 2.235, 0.381, 0.712

---

No. 6
# C37H34N5RhS2

C37H34N5RhS2 as an isolated structure (the ωB97M-V functional and the def2-TZVPD basis, OMol25).

Results
HOMO level (spin up / spin down) (eV): -5.221 / -8.387
DFT total energy (eV): -71049.055
Relative energy (zero: lowest compared OMol25 entry of this formula, charge and spin) (kcal/mol): 0.0

```
! wB97M-V def2-TZVPD RIJCOSX def2/J DEFGRID3
* xyz 0 5
Rh 0.397 0.022 0.177
S -0.839 -1.442 -1.637
C 0.047 -2.876 -1.698
C -0.295 -3.886 -2.634
C 0.389 -5.068 -2.677
C 0.014 -6.070 -3.641
N -0.282 -6.867 -4.413
C 1.469 -5.305 -1.773
C 1.825 -4.347 -0.867
C 1.135 -3.112 -0.808
S 1.638 -1.952 0.318
C 2.189 -6.551 -1.812
N 2.763 -7.546 -1.832
H -1.113 -3.713 -3.319
H 2.646 -4.526 -0.187
C -0.796 2.336 -3.704
C 0.429 2.833 -4.126
C 1.562 2.570 -3.380
C 1.453 1.803 -2.222
N 0.275 1.294 -1.853
C -0.820 1.562 -2.561
C 2.548 1.556 -1.266
C 3.813 2.129 -1.407
C 4.769 1.979 -0.418
C 4.463 1.260 0.729
C 3.215 0.667 0.863
C 2.247 0.801 -0.129
H -1.707 2.535 -4.249
H 0.497 3.431 -5.025
H 2.520 2.964 -3.686
H -1.746 1.137 -2.192
H 4.051 2.711 -2.288
H 5.745 2.431 -0.537
H 5.199 1.150 1.515
H 3.000 0.091 1.756
C -4.990 -0.291 4.934
C -4.435 -1.508 4.194
C -3.894 -2.503 5.231
C -5.580 -2.163 3.408
C -3.317 -1.141 3.228
C -2.685 -2.166 2.464
C -1.686 -1.829 1.597
N -1.248 -0.571 1.414
C -1.831 0.445 2.137
C -2.877 0.138 3.049
C -1.326 1.742 1.911
C -1.766 2.899 2.600
C -1.260 4.140 2.336
C -0.255 4.229 1.337
C 0.162 3.088 0.705
N -0.338 1.867 0.948
C -1.768 5.357 3.106
C -3.276 5.517 2.864
C -1.068 6.644 2.668
C -1.511 5.153 4.607
H -5.781 -0.610 5.615
H -5.418 0.438 4.243
H -4.217 0.202 5.528
H -4.687 -2.783 5.928
H -3.076 -2.058 5.801
H -3.521 -3.413 4.759
H -6.388 -2.442 4.089
H -5.249 -3.065 2.891
H -5.981 -1.474 2.662
H -2.979 -3.202 2.547
H -1.196 -2.593 1.005
H -3.325 0.948 3.600
H -2.524 2.780 3.362
H 0.203 5.167 1.061
H 0.945 3.150 -0.038
H -3.486 5.640 1.800
H -3.649 6.398 3.393
H -3.831 4.648 3.219
H -1.242 6.857 1.612
H 0.009 6.594 2.840
H -1.461 7.482 3.247
H -2.041 4.279 4.988
H -1.853 6.026 5.168
H -0.446 5.014 4.802
*
```

Here are the Mulliken charges for atoms 1 to 6, given in e: -0.464, -0.168, 0.734, -0.844, 0.495, -0.227

---

Q: Number 3 is which compound?
A: C37H34Cl4F2O8

---

Q: What is the DFT total energy in the fifth record?
A: -71375.979 eV